{
  "formula": "C2HF2O4S",
  "method": "ωB97M-V/def2-TZVPD",
  "e_above_lowest_kj_mol": 354.8,
  "homo_lumo_gap_ev": 8.9882,
  "lumo_ev": 3.12,
  "total_charge": -1,
  "elements": ["S", "F", "F", "O", "O", "O", "O", "C", "C", "H"],
  "positions_angstrom": [[-0.6615, 1.3679, -1.5267], [2.1990, -1.9014, 1.9279], [-1.2341, -1.0690, -0.8820], [-1.6233, 1.7487, -0.4735], [0.3729, -0.3119, 0.4252], [0.5608, 2.1410, -1.6005], [-1.3213, 1.0098, -2.7528], [0.9211, -1.7863, 2.2535], [-0.3165, -0.1339, -0.5361], [1.1029, -1.0648, 3.1650]]
}


{
  "formula": "C6H12",
  "method": "ωB97M-V/def2-TZVPD",
  "e_above_lowest_kj_mol": 383.0,
  "homo_lumo_gap_ev": 9.1746,
  "lumo_ev": 1.14,
  "total_charge": 0,
  "elements": ["C", "C", "C", "C", "C", "C", "H", "H", "H", "H", "H", "H", "H", "H", "H", "H", "H", "H"],
  "positions_angstrom": [[-0.4499, 1.4317, -1.1846], [0.7850, 0.9699, 0.1298], [0.0941, -0.0167, 1.0528], [0.0148, 2.2345, 0.0163], [-0.0437, -2.1060, -0.4217], [0.4929, -1.4814, 0.8647], [-0.2083, 1.8744, -2.1505], [-1.1347, -2.0044, -0.4880], [-0.7829, 2.4162, 0.7427], [-1.4496, 1.0070, -1.1094], [0.1938, -3.1742, -0.4679], [0.3671, 0.5572, -1.1792], [0.1299, -2.0623, 1.7225], [-1.0089, 0.0781, 1.0911], [0.3942, -1.6392, -1.3119], [0.5688, 3.1426, -0.2217], [0.4498, 0.3179, 2.0404], [1.5876, -1.5454, 0.8746]]
}


{
  "formula": "C6H15NO3",
  "method": "ωB97M-V/def2-TZVPD",
  "e_above_lowest_kj_mol": 314.3,
  "smiles": "C[C@@H](O)[C@@](C)(O)[C@@H](N)CO",
  "homo_lumo_gap_ev": 8.9710,
  "lumo_ev": 0.71,
  "total_charge": 0,
  "elements": ["O", "O", "O", "N", "C", "C", "C", "C", "C", "C", "H", "H", "H", "H", "H", "H", "H", "H", "H", "H", "H", "H", "H", "H", "H"],
  "positions_angstrom": [[-2.7239, -1.0163, -0.5051], [-0.3031, -0.5274, -1.4921], [2.1473, 1.5568, -0.6908], [-0.0040, -0.0820, 2.1676], [-0.6886, 1.5842, -0.4028], [-2.2020, -0.7339, 0.7948], [2.4227, -0.8198, -0.9442], [-0.0836, 0.2005, -0.3244], [1.7384, 0.3074, -0.1912], [-0.3241, -0.5848, 0.8954], [2.1075, -0.8263, -1.9883], [-1.5278, 1.8211, 0.2485], [0.8668, -0.4376, 2.5348], [-1.2511, -0.7641, -1.5172], [1.8462, 1.6015, -1.6078], [-0.0108, 0.9278, 2.2316], [3.5054, -0.6696, -0.9467], [2.1939, -1.7775, -0.4818], [-0.0239, -1.6244, 0.7748], [-2.6488, 0.1862, 1.1871], [-0.0460, 2.4410, -0.2153], [-1.0785, 1.7886, -1.4016], [-3.6364, -1.3189, -0.4463], [-2.4168, -1.5471, 1.4953], [2.1411, 0.3145, 0.8256]]
}


{
  "formula": "C22H57Be2N5O11",
  "method": "ωB97M-V/def2-TZVPD",
  "spin_multiplicity": 2,
  "s_squared": 0.751,
  "homo_lumo_gap_ev": [2.8119, 5.2505],
  "lumo_ev": [-4.55, -4.55],
  "total_charge": 1,
  "elements": ["O", "O", "O", "O", "O", "O", "O", "O", "O", "O", "O", "N", "N", "N", "N", "N", "C", "C", "C", "C", "C", "C", "C", "C", "C", "C", "C", "C", "C", "C", "C", "C", "C", "C", "C", "C", "C", "C", "Be", "Be", "H", "H", "H", "H", "H", "H", "H", "H", "H", "H", "H", "H", "H", "H", "H", "H", "H", "H", "H", "H", "H", "H", "H", "H", "H", "H", "H", "H", "H", "H", "H", "H", "H", "H", "H", "H", "H", "H", "H", "H", "H", "H", "H", "H", "H", "H", "H", "H", "H", "H", "H", "H", "H", "H", "H", "H", "H"],
  "positions_angstrom": [[30.2808, -13.1116, -16.3415], [27.5059, -16.1968, -13.1684], [27.8617, -12.5503, -11.9888], [32.9646, -13.6087, -12.1301], [31.8449, -11.6791, -15.6478], [31.5691, -18.0357, -12.1491], [25.7416, -14.0412, -16.4777], [29.6046, -15.6095, -13.6462], [29.8370, -15.5187, -18.3437], [28.0591, -15.0365, -14.9415], [31.6180, -13.7007, -14.7772], [27.4648, -11.6577, -16.6129], [27.1347, -16.6494, -17.8079], [34.2253, -16.7117, -12.0908], [31.0424, -15.5259, -10.9501], [26.8667, -14.8679, -10.4698], [34.3706, -13.0737, -12.2518], [34.0654, -18.1349, -12.0033], [30.9638, -14.0374, -10.8113], [25.4000, -12.8189, -15.8232], [30.2730, -18.6817, -11.7784], [26.1231, -10.5918, -14.9116], [26.1630, -13.6010, -10.5535], [25.2652, -13.6210, -9.3176], [30.7935, -15.1042, -19.3104], [29.4076, -16.8515, -18.6047], [32.7081, -18.4632, -11.4220], [35.2875, -18.7228, -11.2523], [30.2680, -13.7277, -9.4580], [24.6800, -14.9577, -16.3838], [28.7698, -11.5159, -12.2085], [28.3482, -17.4061, -17.6457], [27.1042, -12.4677, -10.8129], [28.3654, -15.5175, -13.8773], [27.9971, -18.8705, -17.7038], [31.1853, -12.8338, -15.5977], [26.6203, -11.9205, -15.4518], [32.4571, -13.4742, -10.7920], [28.1527, -14.0547, -17.3146], [32.1377, -15.7693, -13.3812], [32.3895, -12.4526, -10.4179], [30.2660, -17.5109, -18.4771], [30.3727, -13.6591, -11.6453], [35.1953, -18.8094, -10.1697], [32.6764, -19.5527, -11.4255], [25.4485, -10.0084, -15.5382], [34.5702, -12.0821, -11.8456], [26.8431, -16.1801, -13.8627], [29.5610, -18.1517, -12.4111], [30.8010, -14.0577, -8.5663], [27.5534, -14.8924, -11.2100], [25.5404, -10.6908, -13.9958], [23.7296, -14.4925, -16.6454], [26.9269, -10.9964, -17.1545], [25.4683, -13.4842, -11.3853], [25.3490, -14.5080, -8.6897], [27.1903, -12.3646, -14.6358], [26.5659, -11.5255, -10.7104], [32.5927, -18.2065, -10.3690], [29.3192, -14.2642, -9.4521], [29.4512, -11.3423, -11.3757], [34.1472, -18.4966, -13.0282], [28.2335, -11.0399, -16.3950], [28.6963, -17.0577, -16.6733], [30.1798, -19.7632, -11.8776], [31.3782, -15.9349, -10.0899], [31.6068, -15.8282, -19.3603], [29.1764, -16.9806, -19.6620], [35.6692, -19.6451, -11.6901], [26.3214, -16.8819, -17.2559], [28.3552, -10.5146, -12.3245], [35.1251, -16.6275, -12.5417], [34.4274, -16.3600, -11.1658], [30.0146, -12.6765, -9.3206], [32.4571, -11.6511, -14.9089], [27.9319, -12.5069, -10.1047], [34.5171, -13.0402, -13.3314], [30.1095, -18.3813, -10.7434], [24.9517, -13.0849, -14.8660], [24.6263, -15.3590, -15.3718], [31.2847, -14.1869, -18.9855], [27.5839, -19.2239, -18.6485], [26.8490, -16.8775, -18.7494], [25.6653, -12.7933, -8.7319], [24.1864, -13.4859, -9.3953], [24.7488, -12.2629, -16.4976], [27.1274, -19.1237, -17.0974], [35.2324, -13.6595, -11.9320], [29.3554, -11.7376, -13.1008], [32.9846, -14.0881, -10.0620], [28.8507, -19.5210, -17.5130], [26.9701, -9.9638, -14.6353], [24.8055, -15.7442, -17.1280], [36.2168, -18.1661, -11.3726], [26.2389, -15.6184, -10.7204], [30.5258, -14.9162, -20.3502], [30.0992, -15.8628, -11.0802]]
}


{
  "formula": "C19H19F16NO4",
  "method": "ωB97M-V/def2-TZVPD",
  "e_above_lowest_kj_mol": 0.0,
  "smiles": "FC(F)C(F)(F)COC(F)(F)C(F)F.FC(F)C(F)(F)COC(F)(F)C(F)F.Cc1ccccc1CNC(=O)O",
  "homo_lumo_gap_ev": 9.5136,
  "lumo_ev": 0.16,
  "total_charge": 0,
  "elements": ["F", "F", "F", "F", "F", "F", "F", "F", "F", "F", "F", "F", "F", "F", "F", "F", "O", "O", "O", "O", "N", "C", "C", "C", "C", "C", "C", "C", "C", "C", "C", "C", "C", "C", "C", "C", "C", "C", "C", "C", "H", "H", "H", "H", "H", "H", "H", "H", "H", "H", "H", "H", "H", "H", "H", "H", "H", "H", "H"],
  "positions_angstrom": [[2.1154, 0.0346, -7.4054], [-0.4135, -0.7026, -4.4536], [-0.8380, -0.7156, 6.7182], [2.2323, -0.1753, -4.7209], [-4.5644, -0.1697, 5.4152], [-4.3433, -2.6421, 4.0466], [-2.2279, -0.1215, -3.3791], [-1.0107, 2.0618, -4.3524], [-6.4300, -1.1049, 4.7635], [-2.5954, -1.8812, 6.1298], [0.2632, 0.8365, -6.5589], [3.5538, 1.3604, -5.4970], [-2.0435, 0.5235, 4.6498], [-0.9821, 1.9004, -2.1707], [-0.1690, -0.4103, 4.0792], [-5.3828, -1.6952, 2.3710], [-2.0143, -1.3728, 3.4252], [-0.4918, -1.2074, -0.2248], [1.7313, 2.0119, -4.4721], [-2.1112, 0.3046, -0.4029], [-0.0992, 0.9214, 0.4814], [4.6427, 0.3808, -1.0457], [1.5901, 1.0393, -6.6690], [-0.8510, -0.0863, -0.0494], [2.3171, 0.3975, 0.5396], [-5.2990, -0.4999, 4.3331], [2.8553, 1.5739, 0.0247], [3.9988, 1.5760, -0.7579], [-0.8715, -0.0763, -3.3555], [1.0451, 0.5387, 1.3372], [4.1180, -0.7982, -0.5326], [2.9651, -0.8108, 0.2629], [2.2565, 1.0421, -5.2902], [-0.4429, 1.3935, -3.3286], [-4.5422, -1.4643, 3.4182], [-1.4463, -0.6672, 4.4542], [-3.2239, -0.9714, 2.8011], [1.0630, 1.6928, -3.2641], [2.5034, -2.1569, 0.7718], [-1.3683, -1.4886, 5.7433], [5.5339, 0.3487, -1.6514], [2.0224, -2.6771, -0.0528], [1.5931, 0.9257, -2.6966], [0.8329, -0.3152, 1.9622], [1.1994, 1.3797, 2.0070], [-3.1778, -1.4484, 1.8232], [-2.0828, 1.1889, -0.7959], [-3.2443, 0.1026, 2.6141], [-0.6834, 1.6063, 0.9408], [3.3379, -2.7482, 1.1288], [1.7665, 1.9912, -7.1738], [1.7420, -2.0547, 1.5303], [4.6003, -1.7387, -0.7522], [-0.7391, -2.3680, 5.5915], [2.3681, 2.5238, 0.2018], [4.3862, 2.5011, -1.1610], [-0.5199, -0.6050, -2.4642], [1.1493, 2.6063, -2.6781], [-5.5737, 0.4096, 3.7913]]
}


What did the first record say?
{
  "formula": "C2HF2O4S",
  "method": "ωB97M-V/def2-TZVPD",
  "e_above_lowest_kj_mol": 354.8,
  "homo_lumo_gap_ev": 8.9882,
  "lumo_ev": 3.12,
  "total_charge": -1,
  "elements": ["S", "F", "F", "O", "O", "O", "O", "C", "C", "H"],
  "positions_angstrom": [[-0.6615, 1.3679, -1.5267], [2.1990, -1.9014, 1.9279], [-1.2341, -1.0690, -0.8820], [-1.6233, 1.7487, -0.4735], [0.3729, -0.3119, 0.4252], [0.5608, 2.1410, -1.6005], [-1.3213, 1.0098, -2.7528], [0.9211, -1.7863, 2.2535], [-0.3165, -0.1339, -0.5361], [1.1029, -1.0648, 3.1650]]
}